[1]
Below is a molecular structure, C51H39Br2Cl3N3O3P2Tc, with properties calculated with ωB97M-V/def2-TZVPD.

Each line ends with the Mulliken spin population.
CARTESIAN COORDINATES (ANGSTROEM)
Tc: 0.254 -0.299 -0.530  2.861
O: 0.124 -0.407 2.411  -0.017
C: -0.804 -1.274 2.980  0.003
C: -0.573 -2.022 4.127  0.002
C: -1.607 -2.768 4.665  0.000
C: -2.869 -2.750 4.079  0.001
C: -3.066 -2.066 2.894  -0.003
C: -2.012 -1.370 2.296  -0.018
P: -2.126 -0.576 0.679  0.013
C: -3.058 0.950 1.037  -0.011
C: -3.915 1.573 0.133  0.000
C: -4.581 2.737 0.492  0.001
C: -4.388 3.300 1.744  0.000
C: -3.534 2.687 2.651  -0.001
C: -2.880 1.517 2.305  0.009
C: -3.142 -1.587 -0.426  -0.012
C: -3.610 -2.861 -0.111  -0.001
C: -4.464 -3.523 -0.981  -0.001
C: -4.832 -2.942 -2.184  -0.001
C: -4.305 -1.707 -2.541  0.004
C: -3.462 -1.039 -1.673  0.031
C: 0.959 0.386 3.176  -0.029
C: 0.805 0.629 4.539  0.004
C: 1.768 1.362 5.212  -0.001
C: 2.888 1.854 4.551  0.001
C: 2.994 1.680 3.185  -0.002
C: 2.009 0.983 2.478  -0.028
P: 2.096 0.989 0.681  0.030
C: 2.119 2.732 0.177  0.003
C: 2.308 3.044 -1.172  0.016
C: 2.317 4.360 -1.596  0.002
C: 2.120 5.388 -0.684  -0.004
C: 1.908 5.090 0.652  0.001
C: 1.904 3.772 1.086  -0.007
C: 3.650 0.191 0.257  -0.008
C: 4.310 0.433 -0.946  -0.001
C: 5.480 -0.249 -1.239  0.003
C: 5.993 -1.178 -0.345  -0.008
C: 5.336 -1.425 0.855  0.003
C: 4.168 -0.746 1.157  -0.001
H: 0.392 -2.008 4.608  0.000
H: -1.434 -3.347 5.561  0.000
H: -3.690 -3.280 4.539  0.000
H: -4.045 -2.060 2.438  0.001
H: -4.107 1.151 -0.842  0.000
H: -5.266 3.193 -0.207  0.000
H: -4.917 4.199 2.021  0.000
H: -3.397 3.104 3.638  0.000
H: -2.241 1.040 3.035  0.005
H: -3.315 -3.354 0.801  0.000
H: -4.844 -4.498 -0.711  0.000
H: -5.515 -3.452 -2.849  0.000
H: -4.561 -1.263 -3.492  0.000
H: -3.030 -0.093 -1.984  -0.007
H: -0.041 0.241 5.081  0.000
H: 1.649 1.535 6.273  0.000
H: 3.653 2.389 5.093  0.000
H: 3.838 2.098 2.651  0.001
H: 2.457 2.257 -1.905  0.002
H: 2.490 4.587 -2.638  0.000
H: 2.139 6.416 -1.014  0.000
H: 1.754 5.884 1.369  0.000
H: 1.727 3.573 2.127  -0.001
H: 3.941 1.175 -1.651  -0.002
H: 6.000 -0.044 -2.164  0.000
H: 6.909 -1.701 -0.577  0.000
H: 5.735 -2.140 1.559  0.000
H: 3.669 -0.943 2.094  -0.001
Br: -1.922 5.726 -2.625  0.007
C: -1.334 4.067 -2.008  0.019
C: -1.345 3.768 -0.650  -0.001
C: -0.923 2.521 -0.250  0.100
N: -0.485 1.586 -1.110  -0.167
C: -0.362 1.921 -2.415  -0.020
C: -0.815 3.131 -2.900  -0.001
C: 0.469 0.998 -3.199  0.077
C: 0.624 1.096 -4.567  -0.004
C: 1.547 0.271 -5.207  0.016
Br: 1.780 0.375 -7.055  0.006
C: 2.289 -0.617 -4.440  -0.007
C: 2.059 -0.686 -3.080  0.025
N: 1.165 0.095 -2.460  -0.018
H: -1.679 4.486 0.083  0.001
H: -0.925 2.257 0.798  -0.052
H: -0.711 3.388 -3.942  0.000
H: 0.049 1.805 -5.141  0.000
H: 3.034 -1.258 -4.890  0.000
H: 2.607 -1.384 -2.466  0.008
C: -1.782 -5.126 -2.573  0.003
C: -0.889 -4.040 -3.179  -0.002
C: -0.751 -2.866 -2.346  0.059
N: -0.656 -1.917 -1.704  -0.049
H: -1.815 -5.966 -3.263  0.000
H: -2.799 -4.759 -2.423  0.000
H: -1.390 -5.484 -1.625  0.000
H: -1.290 -3.699 -4.138  0.002
H: 0.124 -4.413 -3.363  0.002
Cl: 1.677 -3.180 2.444  0.001
C: 1.960 -3.943 0.891  0.007
Cl: 3.357 -4.989 0.970  0.002
Cl: 0.505 -4.857 0.409  0.000
C: 2.135 -2.888 -0.244  -0.016
O: 2.841 -3.134 -1.181  0.033
O: 1.424 -1.814 -0.077  0.139

Properties
**Expectation value of S²**: 3.800
**Charge**: +3
**Kohn-Sham gap (alpha / beta)**: 6.69 / 5.72 eV
**Multiplicity**: 4
**Electronic energy**: -9648.1290 Ha
**HOMO level (alpha / beta)**: -15.841 / -15.832 eV

=====

[2]
Below is a molecular structure, C51H42BiN5O6S4Sb, with properties calculated with ωB97M-V/def2-TZVPD.

Each line ends with the Mulliken spin population.
CARTESIAN COORDINATES (ANGSTROEM)
Bi: 0.269 -0.008 0.097  0.011
C: 7.549 -4.228 5.654  0.001
O: 7.491 -3.183 4.719  0.000
C: 6.256 -2.878 4.202  0.001
C: 6.215 -1.820 3.299  0.003
C: 5.014 -1.435 2.738  0.010
C: 3.822 -2.096 3.050  0.018
C: 3.885 -3.151 3.950  0.004
C: 5.088 -3.548 4.528  -0.003
C: 2.543 -1.641 2.447  0.023
C: 1.854 -2.508 1.618  0.042
C: 2.260 -3.872 1.338  -0.026
C: 1.350 -4.397 0.498  0.012
C: 0.379 -3.356 0.215  -0.032
N: 0.705 -2.231 0.920  0.083
C: -0.653 -3.481 -0.705  0.076
C: -1.575 -2.458 -1.060  0.033
C: -2.707 -2.636 -1.890  0.075
C: -3.388 -1.434 -1.915  0.032
C: -2.672 -0.537 -1.094  0.111
C: -3.105 0.766 -0.727  0.032
C: -4.238 1.322 -1.515  -0.001
C: -4.018 1.708 -2.841  0.002
C: -5.047 2.207 -3.615  0.006
C: -6.328 2.326 -3.084  0.000
O: -7.291 2.826 -3.928  0.000
C: -8.603 2.885 -3.430  0.000
C: -6.567 1.941 -1.774  0.000
C: -5.519 1.447 -1.001  0.004
C: -2.564 1.517 0.290  0.017
N: -1.421 1.226 1.009  0.067
C: -1.222 2.257 1.904  0.032
C: -0.179 2.409 2.798  0.034
C: -0.149 3.628 3.648  0.011
C: -1.115 3.862 4.618  0.005
C: -1.054 4.972 5.455  -0.003
C: -0.008 5.872 5.325  0.000
O: 0.154 6.988 6.112  0.000
C: -0.815 7.209 7.105  0.000
C: 0.961 5.662 4.349  0.003
C: 0.890 4.554 3.527  0.007
C: 0.879 1.479 3.002  0.083
C: 1.886 1.564 4.002  0.046
C: 2.657 0.430 3.885  0.050
C: 2.107 -0.337 2.823  0.075
N: 1.024 0.316 2.316  -0.011
C: -2.294 3.219 1.742  -0.003
C: -3.102 2.772 0.760  -0.005
N: -1.563 -1.167 -0.595  0.003
C: -0.828 -4.796 -1.377  0.024
C: -1.200 -5.925 -0.658  0.010
C: -1.347 -7.165 -1.272  -0.006
C: -1.115 -7.286 -2.632  0.001
O: -1.220 -8.462 -3.333  0.001
C: -1.530 -9.616 -2.596  0.001
C: -0.747 -6.165 -3.371  0.003
C: -0.612 -4.938 -2.750  0.020
H: 8.591 -4.308 5.958  0.000
H: 7.230 -5.182 5.220  0.000
H: 6.933 -4.020 6.536  0.000
H: 7.140 -1.315 3.051  0.001
H: 4.983 -0.611 2.036  -0.007
H: 2.973 -3.669 4.220  0.004
H: 5.091 -4.369 5.233  0.000
H: 3.153 -4.343 1.714  -0.001
H: 1.347 -5.381 0.058  0.004
H: -2.982 -3.555 -2.381  0.007
H: -4.312 -1.211 -2.424  0.000
H: -3.017 1.620 -3.248  -0.003
H: -4.879 2.516 -4.639  0.001
H: -9.219 3.276 -4.238  0.000
H: -8.683 3.555 -2.567  0.000
H: -8.972 1.894 -3.146  0.000
H: -7.556 2.010 -1.340  0.000
H: -5.711 1.145 0.022  0.002
H: -1.925 3.153 4.736  0.003
H: -1.819 5.106 6.209  0.000
H: -0.526 8.126 7.615  0.000
H: -0.847 6.389 7.830  0.000
H: -1.814 7.338 6.675  0.000
H: 1.766 6.381 4.257  0.001
H: 1.645 4.389 2.768  -0.004
H: 1.997 2.355 4.726  0.002
H: 3.495 0.144 4.501  0.002
H: -2.391 4.135 2.301  0.002
H: -3.992 3.242 0.374  0.000
H: -1.382 -5.832 0.406  0.004
H: -1.639 -8.021 -0.676  0.000
H: -1.518 -10.442 -3.304  0.000
H: -2.524 -9.553 -2.138  0.000
H: -0.790 -9.808 -1.811  0.000
H: -0.554 -6.280 -4.430  0.000
H: -0.313 -4.073 -3.329  -0.004
S: 2.452 -0.043 -4.437  0.000
Sb: 1.568 -1.127 -2.607  0.001
S: 3.398 -2.130 -1.657  0.002
S: -0.276 1.851 -2.074  0.005
C: 4.512 1.230 -1.180  -0.001
S: 2.749 1.648 -1.334  -0.001
C: 3.017 3.121 -2.355  0.000
O: 2.358 2.109 0.031  0.000
H: 5.035 2.053 -0.695  0.000
H: 4.895 1.017 -2.178  0.000
H: 4.559 0.324 -0.580  0.001
H: 3.784 3.748 -1.904  0.000
H: 2.064 3.641 -2.411  0.000
H: 3.304 2.754 -3.340  0.000
O: -1.369 5.481 -1.017  0.000
C: -0.973 4.366 -1.152  0.002
N: -0.529 3.266 -1.202  -0.001

Properties
**Expectation value of S²**: 0.799
**Charge**: -2
**Kohn-Sham gap (alpha / beta)**: 4.17 / 5.24 eV
**Multiplicity**: 2
**Electronic energy**: -4741.5328 Ha
**HOMO level (alpha / beta)**: -0.559 / -1.708 eV

=====

[3]
Below is a molecular structure, C51H44AsBr2CsFN3O7, with properties calculated with ωB97M-V/def2-TZVPD.

Each line ends with the Löwdin charge.
CARTESIAN COORDINATES (ANGSTROEM)
Cs: -1.075 -0.084 -1.404  1.309
C: -2.214 -0.321 -5.265  -0.021
C: -1.400 0.932 -5.275  -0.323
C: -1.025 1.570 -6.474  -0.022
C: -0.357 2.763 -6.409  -0.046
C: -0.037 3.324 -5.157  -0.206
C: 0.591 4.564 -4.964  -0.641
Br: 0.992 5.703 -6.456  0.664
C: 0.933 5.006 -3.709  -0.216
C: 0.656 4.219 -2.611  -0.594
Br: 1.207 4.865 -0.907  0.777
C: -0.027 2.980 -2.643  -0.487
O: -0.314 2.312 -1.628  -0.391
C: -0.382 2.559 -4.002  -0.141
N: -1.063 1.420 -4.105  0.108
H: -2.562 -0.580 -6.262  0.074
H: -3.068 -0.194 -4.600  0.086
H: -1.618 -1.144 -4.872  0.079
H: -1.267 1.126 -7.430  0.103
H: -0.072 3.287 -7.314  0.069
H: 1.413 5.964 -3.571  0.081
C: -5.428 -0.019 0.244  -0.006
C: -5.030 -1.073 -0.725  -0.376
N: -3.815 -1.276 -1.152  0.086
C: -3.872 -2.328 -2.026  -0.142
C: -5.180 -2.767 -2.129  -0.073
N: -5.896 -1.951 -1.298  0.159
C: -5.895 -3.867 -2.890  -0.624
O: -5.168 -4.607 -3.600  -0.008
O: -7.117 -3.926 -2.730  -0.016
C: -2.651 -2.803 -2.705  -0.539
O: -2.769 -3.831 -3.503  0.104
O: -1.584 -2.235 -2.544  -0.276
H: -4.563 0.253 0.847  0.051
H: -6.236 -0.369 0.887  0.072
H: -5.763 0.874 -0.287  0.077
H: -6.897 -2.041 -1.187  0.157
H: -3.764 -4.204 -3.557  0.066
F: 2.570 -6.481 -3.262  -0.043
C: 1.800 -5.862 -2.302  -0.330
C: 2.393 -4.928 -1.465  -0.084
C: 1.639 -4.328 -0.492  -0.096
C: 0.254 -4.628 -0.326  -0.396
C: -0.497 -4.044 0.663  -0.095
C: -0.299 -5.590 -1.222  -0.085
C: 0.459 -6.195 -2.188  -0.066
H: 3.440 -4.688 -1.599  0.086
H: 2.089 -3.594 0.166  0.087
H: -0.058 -3.330 1.336  -0.030
H: -1.544 -4.263 0.773  -0.003
H: -1.351 -5.816 -1.143  0.096
H: 0.028 -6.913 -2.872  0.099
O: -2.263 0.779 1.681  -0.484
As: -1.612 1.285 3.059  1.153
C: -0.566 2.914 2.898  -0.276
C: -1.010 4.210 3.111  -0.094
C: -0.132 5.272 2.948  -0.089
C: 1.181 5.042 2.577  -0.123
C: 1.617 3.750 2.332  -0.114
C: 0.741 2.694 2.476  -0.099
C: -0.356 0.037 3.860  -0.294
C: 0.518 0.415 4.879  -0.110
C: 1.308 -0.534 5.497  -0.098
C: 1.214 -1.869 5.121  -0.082
C: 0.325 -2.253 4.124  -0.065
C: -0.456 -1.302 3.496  -0.078
C: -2.977 1.370 4.455  -0.260
C: -3.839 0.267 4.460  -0.095
C: -4.794 0.121 5.441  -0.082
C: -4.911 1.080 6.446  -0.091
C: -4.042 2.163 6.462  -0.104
C: -3.074 2.305 5.488  -0.100
H: -2.041 4.392 3.398  0.101
H: -0.475 6.286 3.107  0.101
H: 1.861 5.869 2.447  0.101
H: 2.635 3.568 2.022  0.091
H: 1.056 1.673 2.267  0.115
H: 0.583 1.459 5.174  0.103
H: 1.999 -0.235 6.275  0.096
H: 1.825 -2.612 5.612  0.098
H: 0.244 -3.291 3.834  0.102
H: -1.156 -1.566 2.703  0.109
H: -3.742 -0.464 3.662  0.109
H: -5.455 -0.733 5.430  0.103
H: -5.670 0.980 7.207  0.095
H: -4.129 2.905 7.242  0.096
H: -2.391 3.146 5.520  0.092
C: 6.870 2.227 1.534  -0.055
C: 6.086 1.313 0.637  -0.262
C: 6.621 0.124 0.156  -0.023
C: 5.907 -0.707 -0.688  -0.207
C: 6.554 -1.967 -1.191  -0.053
C: 4.598 -0.341 -1.082  -0.095
C: 3.863 -1.158 -2.034  -0.190
O: 2.815 -0.872 -2.588  0.060
C: 4.036 0.851 -0.568  -0.169
C: 2.654 1.286 -0.911  -0.040
C: 4.787 1.649 0.275  -0.005
H: 7.924 1.953 1.552  0.069
H: 6.485 2.186 2.554  0.081
H: 6.782 3.257 1.190  0.077
H: 7.634 -0.144 0.432  0.107
H: 7.540 -2.091 -0.742  0.071
H: 6.670 -1.934 -2.274  0.086
H: 5.946 -2.837 -0.949  0.083
H: 4.354 -2.115 -2.286  0.114
H: 2.602 1.588 -1.959  0.103
H: 2.353 2.126 -0.288  0.040
H: 1.939 0.471 -0.784  0.061
H: 4.362 2.571 0.647  0.106

Properties
**Charge**: -2
**Kohn-Sham gap**: 2.88 eV
**Electronic energy**: -10164.6959 Ha
**HOMO level**: 0.373 eV

=====

[4]
Below is a molecular structure, C51H45BrCeF3N8O5SSeTe, with properties calculated with ωB97M-V/def2-TZVPD.

Each line ends with the Mulliken spin population.
CARTESIAN COORDINATES (ANGSTROEM)
Ce: -1.328 -0.519 -0.635  0.961
Se: 0.082 -8.724 -1.487  0.000
N: -0.840 -7.519 -2.446  0.000
C: -0.661 -6.329 -1.885  0.000
C: -1.275 -5.126 -2.351  0.000
C: -2.106 -5.126 -3.467  0.000
C: -2.729 -3.953 -3.834  0.000
C: -2.492 -2.805 -3.074  0.001
N: -1.678 -2.742 -2.040  0.005
C: -1.054 -3.895 -1.651  0.000
C: -0.178 -3.865 -0.534  0.002
N: 0.077 -2.672 0.076  0.001
C: 0.898 -2.670 1.105  0.004
C: 1.527 -3.797 1.632  0.000
C: 1.289 -5.015 1.034  0.000
C: 0.441 -5.072 -0.065  0.000
C: 0.178 -6.304 -0.732  0.000
N: 0.678 -7.473 -0.349  0.000
H: -2.242 -6.051 -4.010  0.000
H: -3.386 -3.905 -4.688  0.000
H: -2.981 -1.884 -3.370  0.000
H: 1.101 -1.704 1.561  -0.001
H: 2.192 -3.704 2.471  0.000
H: 1.746 -5.928 1.389  0.000
F: -4.671 -2.237 2.708  0.000
C: -4.873 -1.752 1.469  0.000
F: -5.455 -2.733 0.762  0.000
F: -5.785 -0.774 1.594  0.000
C: -3.530 -1.271 0.818  0.006
O: -2.747 -2.170 0.503  -0.003
O: -3.386 -0.053 0.676  -0.002
N: 4.676 0.542 -5.509  0.000
C: 3.857 0.477 -4.704  0.000
C: 2.878 0.414 -3.698  0.000
C: 2.880 -0.631 -2.771  0.001
C: 1.944 -0.648 -1.757  -0.005
C: 0.917 0.319 -1.591  0.020
C: 0.963 1.341 -2.576  -0.004
C: 1.905 1.407 -3.585  0.000
H: 3.623 -1.414 -2.859  0.000
H: 2.028 -1.452 -1.024  -0.001
H: 0.228 2.146 -2.546  -0.001
H: 1.901 2.224 -4.297  0.000
C: -1.709 -0.304 3.429  0.002
C: -0.420 0.060 2.752  0.006
O: 0.638 0.174 3.440  -0.001
N: -0.330 0.203 1.467  0.000
Te: 1.684 0.607 1.275  0.004
C: 3.442 -0.485 2.157  0.000
C: 4.479 -0.274 1.228  0.000
C: 4.500 0.931 0.331  0.000
C: 5.550 -1.151 1.153  0.000
C: 5.643 -2.256 1.985  0.000
C: 6.747 -3.257 1.842  0.000
C: 4.690 -2.385 2.979  0.000
C: 3.596 -1.529 3.083  0.000
C: 2.719 -1.727 4.286  0.000
C: 1.764 2.506 2.288  -0.001
C: 2.119 2.754 3.612  0.000
C: 2.836 1.761 4.467  0.000
C: 1.785 3.987 4.163  0.000
C: 1.132 4.969 3.439  0.000
C: 0.693 6.245 4.097  0.000
C: 0.896 4.741 2.090  0.000
C: 1.211 3.525 1.506  0.001
C: 0.995 3.310 0.039  -0.001
H: -1.616 -0.142 4.501  0.000
H: -1.924 -1.357 3.239  0.000
H: -2.518 0.296 3.025  0.000
H: 4.155 1.810 0.881  0.000
H: 3.865 0.786 -0.547  0.000
H: 5.517 1.108 -0.020  0.000
H: 6.323 -0.971 0.419  0.000
H: 7.244 -3.148 0.883  0.000
H: 6.348 -4.266 1.919  0.000
H: 7.489 -3.123 2.629  0.000
H: 4.793 -3.183 3.705  0.000
H: 2.558 -2.784 4.494  0.000
H: 1.763 -1.230 4.178  0.000
H: 3.231 -1.294 5.149  0.000
H: 3.479 1.129 3.860  0.000
H: 2.112 1.125 4.967  0.000
H: 3.426 2.269 5.226  0.000
H: 2.026 4.159 5.204  0.000
H: 0.948 6.241 5.156  0.000
H: -0.386 6.358 4.000  0.000
H: 1.163 7.113 3.635  0.000
H: 0.435 5.511 1.487  0.000
H: 0.658 4.235 -0.430  0.000
H: 0.246 2.520 -0.121  0.003
H: 1.931 3.007 -0.437  0.000
S: -2.042 2.879 1.483  0.000
C: -2.880 3.412 0.174  0.000
N: -2.366 4.182 -0.830  0.000
C: -3.328 4.337 -1.906  0.000
C: -4.648 3.885 -1.252  0.000
N: -4.217 3.319 0.007  0.000
H: -1.397 4.033 -1.060  0.000
H: -3.071 3.705 -2.766  0.000
H: -3.357 5.386 -2.225  0.000
H: -5.185 3.157 -1.864  0.000
H: -5.312 4.738 -1.068  0.000
H: -4.722 2.582 0.470  0.000
Br: -5.150 -0.197 -1.714  0.000
C: -4.887 0.804 -3.324  -0.001
C: -5.974 1.164 -4.104  0.000
C: -5.761 1.896 -5.258  0.000
C: -4.471 2.225 -5.647  0.000
C: -3.389 1.852 -4.869  0.000
C: -3.591 1.149 -3.690  -0.002
C: -2.457 0.766 -2.763  -0.001
O: -1.627 -0.072 -3.149  0.001
O: -2.436 1.320 -1.638  0.009
H: -6.967 0.885 -3.793  0.000
H: -6.608 2.187 -5.860  0.000
H: -4.317 2.775 -6.562  0.000
H: -2.381 2.102 -5.166  0.000

Properties
**Expectation value of S²**: 0.751
**Kohn-Sham gap (alpha / beta)**: 6.26 / 6.27 eV
**Multiplicity**: 2
**Electronic energy**: -9201.2006 Ha
**HOMO level (alpha / beta)**: -7.673 / -7.681 eV

=====

Which largest force on an atom belongs to each record? In order, 1.3, 1.9, 2.0, 2.6 eV/Å.
Which relative energy (zero: lowest compared OMol25 entry of this formula, charge and spin) belongs to each record? In order, 0.000, 2.000, 1.433, 1.733 eV.